Record 1
Density functional theory data (wB97M-V/def2-TZVPD) for a 2-piece molecular cluster, C19H17N2O overall.

```
39
Properties=species:S:1:pos:R:3
C -0.77 -3.87 -4.67
C 0.10 -3.88 -3.58
C -0.01 -2.87 -2.64
C -1.02 -1.91 -2.74
C -1.05 -0.84 -1.74
N -2.09 -0.04 -1.67
C -2.28 1.00 -0.89
C -3.50 1.70 -1.05
N -4.50 2.29 -1.14
C 0.10 -0.62 -0.84
C 1.37 -0.33 -1.39
C 2.34 0.34 -0.62
C 2.03 0.64 0.71
C 0.84 0.19 1.27
C -0.11 -0.51 0.54
C -1.97 -1.97 -3.76
C -1.83 -2.93 -4.76
H -0.59 -4.57 -5.49
H 0.85 -4.66 -3.45
H 0.69 -2.80 -1.82
H -1.51 1.45 -0.24
H 1.59 -0.58 -2.42
H 3.30 0.65 -1.04
H 2.78 1.12 1.35
H 0.59 0.42 2.30
H -1.00 -0.93 1.02
H -2.77 -1.22 -3.77
H -2.55 -2.92 -5.59
C 1.48 2.43 5.21
C 0.25 3.21 4.76
C 0.24 2.45 3.43
O -0.53 2.39 2.50
C 1.70 1.91 3.78
H 2.35 3.01 5.54
H 1.22 1.64 5.94
H -0.60 3.07 5.43
H 0.43 4.27 4.52
H 2.52 2.46 3.26
H 1.89 0.82 3.75
```

## Properties
**Gap between HOMO and LUMO**: 0.1808 hartree
**Charge**: -1
**LUMO level**: 2.5 eV
**M**: 289.36 Da
**HOMO**: -0.0883 Eh

---

Record 2
Density functional theory data (wB97M-V/def2-TZVPD) for a 2-piece molecular cluster, C2H3BrN2S overall.

```
9
Properties=species:S:1:pos:R:3
C 0.74 0.83 0.20
C 0.70 0.49 1.34
N -2.00 -1.39 -0.47
N -2.29 -0.38 -1.18
S -1.97 -1.87 1.09
Br -3.16 1.04 -0.17
H 0.78 1.14 -0.72
H 0.58 0.09 2.25
H -1.28 -1.86 -0.97
```

## Properties
**Gap between HOMO and LUMO**: 0.3075 hartree
**LUMO level**: -0.9 eV
**M**: 167.03 Da
**HOMO**: -0.3421 Eh

---

Record 3
Density functional theory data (wB97M-V/def2-TZVPD) for an isolated ion of composition C2H8N4 and charge +2.

```
14
Properties=species:S:1:pos:R:3
C -1.17 1.09 0.19
C -2.71 -0.78 -0.16
N -1.89 0.09 0.14
N 0.17 1.09 -0.01
N 0.74 0.02 -0.65
N 1.77 -0.38 0.25
H -1.54 2.02 0.33
H -3.30 -1.26 0.76
H -2.94 -1.10 -1.14
H 0.84 1.89 0.13
H 0.98 0.34 -1.55
H 1.99 -1.49 0.31
H 1.52 -0.10 1.17
H 2.79 -0.17 0.12
```

## Properties
**Gap between HOMO and LUMO**: 0.4056 hartree
**Charge**: +2
**LUMO level**: -8.6 eV
**M**: 88.11 Da
**HOMO**: -0.7231 Eh

---

Record 4
Density functional theory data (wB97M-V/def2-TZVPD) for an isolated ion of composition C5H9BrN and charge +1.

```
16
Properties=species:S:1:pos:R:3
C 0.52 1.04 0.65
C -0.93 -1.13 1.43
C 0.72 0.95 -0.95
C 0.50 -1.76 1.32
C -0.50 -0.06 0.53
N -0.27 -0.18 -0.92
Br 2.01 -1.27 2.27
H 1.45 0.75 1.18
H 0.26 1.97 0.97
H -1.69 -1.86 1.20
H -1.10 -0.87 2.45
H 0.40 1.80 -1.59
H 1.71 0.80 -1.28
H 0.69 -2.28 0.33
H -1.05 -0.04 -1.63
H 0.15 -1.04 -1.16
```

## Properties
**Gap between HOMO and LUMO (alpha / beta)**: 0.3036 / 0.3037 hartree
**Charge**: +1
**LUMO level (alpha / beta)**: -4.3 / -4.3 eV
**M**: 163.04 Da
**HOMO (alpha / beta)**: -0.4615 / -0.4616 Eh